1.
The following is a DFT calculation (the ωB97M-V functional and the def2-TZVPD basis) of a structure of composition C23H15F10I2N4O2V at a distorted geometry.

Summary:
E_LUMO (alpha / beta) in hartree: -0.0678 / -0.0678
E_HOMO (alpha / beta) in eV: -7.54 / -7.93
Expectation value of S²: 2.015
Multiplicity: 3
ΔE to the lowest compared entry with this formula, charge and spin in kcal/mol: 13.91
Molecular weight in g/mol: 874.13
DFT total energy in Ha: -3793.0004
HOMO-LUMO gap (alpha / beta) in eV: 5.7 / 6.1

Each line ends with the Löwdin charge.
Positions of all 57 atoms, in Å:
1 V 0.306 -0.004 -0.062  0.9789
2 C 2.606 -1.727 -0.908  -0.0762
3 N 1.992 -1.206 0.322  -0.3023
4 C 2.997 -0.476 1.140  -0.1281
5 C 2.506 0.951 1.410  -0.1836
6 N 1.630 1.280 0.303  -0.1228
7 C 1.448 2.567 -0.108  -0.1738
8 C 0.962 2.753 -1.413  -0.1402
9 F 0.797 1.630 -2.147  -0.0021
10 C 0.687 3.980 -1.968  -0.1414
11 F 0.247 4.071 -3.221  0.1232
12 C 0.897 5.123 -1.213  -0.1434
13 F 0.644 6.329 -1.723  0.1215
14 C 1.374 4.996 0.080  -0.1436
15 F 1.559 6.089 0.819  0.1264
16 C 1.641 3.750 0.618  -0.1362
17 F 2.044 3.688 1.899  0.0977
18 C 1.335 -2.290 1.065  -0.1682
19 C 0.402 -1.725 2.135  -0.1737
20 N -0.193 -0.484 1.647  -0.0984
21 C -1.240 0.084 2.343  -0.1413
22 C -1.919 -0.463 3.448  -0.1238
23 F -1.546 -1.635 3.995  0.0840
24 C -3.000 0.152 4.055  -0.1433
25 F -3.577 -0.438 5.103  0.1241
26 C -3.488 1.359 3.598  -0.1436
27 F -4.541 1.935 4.173  0.1285
28 C -2.832 1.956 2.539  -0.1390
29 F -3.235 3.140 2.080  0.1302
30 C -1.746 1.338 1.962  -0.1350
31 F -1.141 2.006 0.964  0.0986
32 H 3.355 -2.496 -0.685  0.1030
33 H 3.087 -0.911 -1.446  0.0764
34 H 1.832 -2.146 -1.546  0.0417
35 H 3.931 -0.434 0.582  0.1198
36 H 3.187 -1.011 2.072  0.1249
37 H 3.356 1.634 1.468  0.1238
38 H 1.976 1.002 2.368  0.1159
39 H 2.066 -2.964 1.527  0.1327
40 H 0.741 -2.859 0.346  0.1142
41 H 0.940 -1.535 3.071  0.1257
42 H -0.350 -2.488 2.334  0.1233
43 O -2.692 -1.127 0.085  0.1221
44 C -1.891 -1.009 -0.816  -0.5423
45 O -1.130 0.043 -1.027  -0.1480
46 C -1.746 -2.073 -1.882  -0.2194
47 C -2.847 -2.469 -2.628  -0.0051
48 C -2.652 -3.382 -3.650  -0.0568
49 C -1.377 -3.884 -3.862  -0.0619
50 C -0.351 -3.449 -3.041  -0.1611
51 N -0.518 -2.545 -2.078  0.1114
52 H -3.825 -2.063 -2.405  0.1257
53 H -3.479 -3.692 -4.276  0.1119
54 H -1.181 -4.597 -4.651  0.1069
55 H 0.656 -3.833 -3.170  0.1044
56 I -0.620 0.162 -4.929  0.1511
57 I 1.919 -0.607 -4.695  0.1069



2.
The following is a DFT calculation (the ωB97M-V functional and the def2-TZVPD basis) of a cluster of 2 separate species, C23H15F2N2 in total at a distorted geometry.

Summary:
E_LUMO in hartree: -0.2192
E_HOMO in eV: -12.07
Total charge: +1
Molecular weight in g/mol: 357.38
DFT total energy in Ha: -1194.3487
HOMO-LUMO gap in eV: 6.1

Each line ends with the Löwdin charge.
Positions of all 42 atoms, in Å:
1 F -3.050 4.755 -2.252  0.0504
2 C -3.048 3.386 -2.076  -0.2136
3 C -4.268 2.707 -2.148  0.0415
4 C -4.225 1.302 -2.058  -0.0413
5 C -3.019 0.641 -1.846  -0.0053
6 C -1.771 1.325 -1.733  -0.1868
7 C -0.487 0.751 -1.473  0.0392
8 C 0.683 1.324 -1.937  -0.0552
9 C 1.930 0.703 -1.895  0.0742
10 C 3.197 1.361 -2.053  -0.1869
11 C 3.267 2.782 -2.076  0.0779
12 C 4.514 3.401 -2.159  -0.2103
13 F 4.549 4.776 -2.177  0.0586
14 C 5.717 2.701 -2.195  0.0494
15 C 5.659 1.303 -2.160  -0.0398
16 C 4.441 0.651 -2.100  -0.0013
17 C -1.833 2.738 -1.879  0.0599
18 H -5.215 3.237 -2.330  0.1396
19 H -5.169 0.751 -2.148  0.1241
20 H -3.008 -0.443 -1.821  0.1168
21 H -0.458 -0.185 -0.890  0.0284
22 H 0.656 2.307 -2.422  0.1115
23 H 1.945 -0.374 -1.783  0.1366
24 H 2.368 3.393 -2.002  0.1283
25 H 6.672 3.209 -2.211  0.1350
26 H 6.583 0.723 -2.200  0.1252
27 H 4.395 -0.443 -2.092  0.1262
28 H -0.924 3.341 -1.859  0.1240
29 N -1.929 -5.819 7.390  0.1723
30 C -1.786 -5.229 6.394  -0.1565
31 C -1.602 -4.480 5.165  -0.2164
32 C -0.991 -3.223 5.196  -0.0095
33 C -0.817 -2.484 4.026  0.0033
34 C -1.276 -2.993 2.806  -0.2691
35 N -1.154 -2.218 1.650  0.0258
36 C -0.978 -1.452 0.750  0.1481
37 C -1.862 -4.262 2.757  0.0052
38 C -2.029 -4.994 3.936  -0.0072
39 H -0.658 -2.828 6.149  0.1269
40 H -0.338 -1.508 4.039  0.1219
41 H -2.185 -4.658 1.797  0.1221
42 H -2.499 -5.972 3.919  0.1270



3.
The following is a DFT calculation (the ωB97M-V functional and the def2-TZVPD basis) of a structure of composition C23H16BrGaN5O3 at a distorted geometry.

Summary:
E_LUMO in hartree: -0.1268
E_HOMO in eV: -10.42
Total charge: +1
ΔE to the lowest compared entry with this formula, charge and spin in kcal/mol: 0.00
Molecular weight in g/mol: 560.04
DFT total energy in Ha: -5884.2933
HOMO-LUMO gap in eV: 7.0

Each line ends with the Löwdin charge.
Positions of all 49 atoms, in Å:
1 Ga 0.145 -0.339 0.301  0.4783
2 O 2.883 -1.626 -2.394  0.0944
3 C 2.042 -1.480 -1.524  -0.4255
4 N 1.540 -0.342 -0.994  0.0547
5 C 1.988 0.979 -1.295  -0.2240
6 C 2.751 1.372 -2.382  -0.0127
7 C 3.198 2.690 -2.425  -0.0719
8 C 2.937 3.605 -1.401  -0.0844
9 C 2.160 3.239 -0.330  -0.0032
10 C 1.614 1.932 -0.310  -0.1636
11 N 0.842 1.413 0.782  0.0720
12 C 0.486 1.934 1.972  -0.4193
13 O 0.622 3.070 2.439  0.0689
14 C -0.315 0.892 2.751  -0.1341
15 C -0.964 1.220 3.943  0.0371
16 C -1.538 0.229 4.708  0.0059
17 C -1.387 -1.114 4.292  -0.0117
18 C -0.837 -1.347 3.040  -0.1486
19 N -0.327 -0.366 2.277  0.0445
20 C 1.367 -2.681 -0.889  -0.1346
21 C 1.859 -3.970 -1.065  0.0426
22 C 1.230 -5.024 -0.417  -0.0039
23 C 0.084 -4.781 0.339  -0.0026
24 C -0.344 -3.462 0.449  -0.1110
25 N 0.305 -2.445 -0.099  0.0740
26 H 3.121 0.651 -3.102  0.1114
27 H 3.829 2.990 -3.262  0.1094
28 H 3.350 4.624 -1.451  0.1172
29 H 1.884 3.947 0.471  0.1194
30 H -0.853 2.225 4.264  0.1214
31 H -2.107 0.461 5.587  0.1198
32 H -1.752 -1.955 4.858  0.1166
33 H -0.782 -2.335 2.622  0.0853
34 H 2.793 -4.091 -1.617  0.1385
35 H 1.648 -5.991 -0.455  0.1099
36 H -0.430 -5.553 0.855  0.1091
37 H -1.232 -3.159 0.980  0.0765
38 O -4.263 2.340 -2.977  0.1200
39 C -3.304 1.725 -2.294  -0.2875
40 C -1.957 1.733 -2.637  0.0420
41 C -1.068 0.974 -1.914  -0.0442
42 N -1.427 0.261 -0.813  0.0062
43 C -2.712 0.283 -0.429  -0.6924
44 Br -3.267 -0.846 0.934  0.9561
45 C -3.655 1.000 -1.130  -0.0111
46 H -3.847 2.902 -3.693  0.1653
47 H -1.605 2.314 -3.525  0.1513
48 H -0.007 0.961 -2.185  0.1152
49 H -4.697 0.939 -0.857  0.1232



4.
The following is a DFT calculation (the ωB97M-V functional and the def2-TZVPD basis) of a structure of composition C23H16F5N3O3SiTl at a distorted geometry.

Summary:
E_LUMO in hartree: -0.1638
E_HOMO in eV: -11.13
Total charge: +1
Molecular weight in g/mol: 709.86
DFT total energy in Ha: -2236.9749
HOMO-LUMO gap in eV: 6.7

Each line ends with the Löwdin charge.
Positions of all 52 atoms, in Å:
1 Tl 0.558 0.298 -0.158  1.2183
2 O -5.268 4.758 -0.838  0.1024
3 N -4.814 4.771 0.289  -0.3333
4 O -5.209 5.458 1.204  0.1189
5 C -3.709 3.836 0.589  -0.0513
6 C -3.637 3.389 1.861  0.0885
7 C -2.660 2.427 2.244  -0.1045
8 C -2.581 1.917 3.553  0.0470
9 C -1.628 0.978 3.855  0.0052
10 C -0.768 0.549 2.842  -0.0595
11 N -0.833 1.018 1.608  0.0425
12 C -1.750 1.953 1.290  -0.1262
13 C -1.781 2.487 -0.051  -0.1233
14 N -0.835 2.084 -0.921  0.0365
15 C -0.794 2.583 -2.141  -0.0684
16 C -1.726 3.517 -2.588  0.0089
17 C -2.719 3.930 -1.736  0.0552
18 C -2.768 3.423 -0.419  -0.0384
19 H -4.343 3.760 2.592  0.1438
20 H -3.274 2.274 4.304  0.1381
21 H -1.534 0.563 4.847  0.1270
22 H -0.008 -0.198 3.036  0.1275
23 H 0.004 2.239 -2.788  0.1332
24 H -1.656 3.908 -3.592  0.1280
25 H -3.463 4.635 -2.067  0.1203
26 F 6.838 -1.117 2.102  0.1405
27 C 5.732 -0.497 1.705  -0.1392
28 C 5.803 0.751 1.100  -0.1352
29 F 6.985 1.329 0.933  0.1461
30 C 4.659 1.390 0.659  -0.1369
31 F 4.761 2.581 0.070  0.1292
32 C 3.391 0.816 0.809  -0.2845
33 O 2.301 1.440 0.382  -0.1707
34 C 3.365 -0.418 1.463  -0.1366
35 F 2.139 -0.981 1.665  0.0198
36 C 4.495 -1.085 1.890  -0.1449
37 F 4.387 -2.276 2.472  0.1378
38 C -1.449 -5.182 -1.447  -0.1829
39 Si 0.154 -4.472 -2.116  0.4794
40 C 1.683 -5.242 -1.351  -0.1790
41 C 0.198 -4.313 -3.984  -0.1821
42 C 0.188 -2.677 -1.494  -0.1785
43 C 0.289 -1.552 -1.059  -0.2343
44 H -1.586 -6.214 -1.776  0.0359
45 H -2.311 -4.607 -1.787  0.0335
46 H -1.452 -5.179 -0.356  0.0337
47 H 1.779 -6.289 -1.644  0.0365
48 H 1.636 -5.203 -0.262  0.0353
49 H 2.590 -4.723 -1.665  0.0356
50 H 0.176 -5.292 -4.466  0.0358
51 H 1.103 -3.801 -4.312  0.0351
52 H -0.660 -3.744 -4.346  0.0342



5.
The following is a DFT calculation (the ωB97M-V functional and the def2-TZVPD basis) of a structure of composition C23H17AsClHgN4O8S2Se.

Summary:
E_LUMO (alpha / beta) in hartree: 0.1372 / 0.1372
E_HOMO (alpha / beta) in eV: -0.94 / -3.51
Expectation value of S²: 0.782
Total charge: -2
Multiplicity: 2
ΔE to the lowest compared entry with this formula, charge and spin in kcal/mol: 0.00
Molecular weight in g/mol: 931.47
DFT total energy in Ha: -7754.9085
HOMO-LUMO gap (alpha / beta) in eV: 4.7 / 7.2

Each line ends with the Löwdin charge.
Positions of all 58 atoms, in Å:
1 Hg -0.356 -1.266 -1.002  1.2152
2 O -1.754 0.131 3.252  -0.2846
3 As -2.528 -0.118 1.657  0.8689
4 O -3.713 0.972 1.423  -0.4879
5 O -1.142 -0.025 0.713  -0.5871
6 C -3.315 -1.856 2.130  -0.2155
7 C -3.733 -1.939 3.455  -0.0967
8 C -4.415 -3.058 3.919  -0.1008
9 C -4.691 -4.109 3.061  -0.1001
10 C -4.272 -4.040 1.740  -0.0678
11 C -3.594 -2.921 1.285  -0.2672
12 S -2.956 -2.908 -0.378  0.4129
13 O -3.564 -3.993 -1.109  -0.3367
14 O -3.228 -1.557 -0.844  -0.3739
15 O -1.506 -3.094 -0.107  -0.4249
16 H -0.913 0.566 3.064  0.0116
17 H -3.520 -1.123 4.131  0.0930
18 H -4.729 -3.101 4.956  0.0903
19 H -5.224 -4.983 3.418  0.0907
20 H -4.461 -4.844 1.041  0.1039
21 Se -1.956 -3.851 -4.604  0.9570
22 N -1.449 -2.726 -5.936  -0.3029
23 C -0.833 -1.707 -5.344  -0.4380
24 C -0.272 -0.585 -5.975  -0.0611
25 C 0.328 0.397 -5.185  -0.1170
26 C 0.362 0.271 -3.807  -0.1839
27 N -0.160 -0.784 -3.166  -0.0234
28 C -0.735 -1.778 -3.890  -0.5003
29 N -1.235 -2.834 -3.296  -0.2710
30 H -0.320 -0.498 -7.053  0.0894
31 H 0.772 1.277 -5.632  0.0824
32 H 0.799 1.037 -3.185  0.0423
33 S -0.178 2.664 -1.100  0.7192
34 C 1.230 3.375 -0.630  -0.8203
35 N 1.229 4.393 0.301  0.0235
36 C 2.331 5.029 0.778  -0.1139
37 C 3.566 4.676 0.357  -0.0845
38 C 3.660 3.608 -0.582  -0.0598
39 C 2.552 2.984 -1.049  -0.0930
40 H 0.310 4.648 0.634  0.1322
41 H 2.145 5.803 1.509  0.1189
42 H 4.440 5.174 0.747  0.0943
43 H 4.636 3.276 -0.914  0.1095
44 H 2.614 2.152 -1.736  0.1099
45 Cl 2.690 3.088 4.177  0.5974
46 C 2.749 1.829 2.952  -0.6605
47 C 3.755 0.878 3.011  -0.1180
48 C 3.809 -0.096 2.024  -0.0243
49 C 2.863 -0.140 1.005  -0.1134
50 C 1.859 0.816 0.988  -0.0604
51 C 1.796 1.813 1.952  -0.1216
52 C 2.990 -1.199 -0.094  -0.6453
53 O 4.139 -1.575 -0.345  -0.0127
54 O 1.933 -1.577 -0.688  -0.1262
55 H 4.484 0.910 3.810  0.0917
56 H 4.602 -0.832 2.017  0.1116
57 H 1.101 0.796 0.222  0.0306
58 H 1.006 2.554 1.925  0.0981